# C10H11NO5

A single C10H11NO5 molecule (wB97M-V/def2-TZVPD, the Open Molecules 2025 dataset).

Output
**SMILES**: [H]/N=C(/C)CC1=C(COC(C)=O)C(=O)OC1=O
**Multiplicity**: 1
**Gap between HOMO and LUMO**: 9.31 eV

Atoms and positions in Å:
O: 0.12 -2.71 -1.90
O: 2.61 0.37 -0.32
O: 4.14 1.90 0.23
O: 2.27 -2.25 -1.42
O: -2.13 -2.61 -1.80
N: -2.57 1.39 1.14
C: 2.56 1.30 1.93
C: -1.85 0.33 -0.96
C: -2.44 -1.00 1.21
C: 1.15 -1.88 -1.50
C: -1.08 -2.07 -1.67
C: 0.55 -0.55 -1.14
C: -0.78 -0.69 -1.24
C: 3.18 1.28 0.56
C: -2.30 0.32 0.51
C: 1.30 0.68 -0.76
H: -2.71 0.13 -1.59
H: -2.45 2.21 0.55
H: -2.81 -0.81 2.22
H: 3.21 1.87 2.58
H: 0.73 1.22 0.00
H: 2.42 0.28 2.29
H: -1.48 -1.50 1.30
H: -3.13 -1.66 0.69
H: -1.45 1.32 -1.16
H: 1.59 1.78 1.89
H: 1.37 1.34 -1.64


# C10H11P

A single C10H11P molecule in a non-equilibrium geometry (wB97M-V/def2-TZVPD, the Open Molecules 2025 dataset).

Output
**SMILES**: C=P[C@H]1C[C@@H]1c1ccccc1
**Multiplicity**: 1
**Energy above the lowest of the compared OMol25 structures with the same formula, charge and spin**: 51.3 kcal per mole
**Gap between HOMO and LUMO**: 9.25 eV

Atoms and positions in Å:
P: -1.40 -1.39 2.88
C: 2.53 -0.12 -2.47
C: 0.67 0.23 -0.42
C: 2.72 -0.68 -1.20
C: -1.05 -1.14 1.11
C: -0.43 0.30 0.68
C: 0.47 0.84 -1.65
C: 1.82 -0.45 -0.14
C: 1.43 0.70 -2.66
C: -2.02 0.02 3.56
C: -1.72 -0.18 0.16
H: -2.42 0.82 2.92
H: 3.42 -0.29 -3.16
H: -2.59 0.29 0.48
H: -1.59 -0.39 -0.92
H: -2.25 0.23 4.60
H: 1.93 -0.96 0.85
H: -0.34 1.08 1.38
H: 3.52 -1.48 -1.15
H: -0.33 1.47 -1.82
H: 1.14 1.29 -3.58
H: -0.66 -1.98 0.56


# C10H11P

A single C10H11P molecule in a non-equilibrium geometry (wB97M-V/def2-TZVPD, the Open Molecules 2025 dataset).

Output
**SMILES**: C1=C=CC2=C(CC2)PCCC=1
**Multiplicity**: 1
**Energy above the lowest of the compared OMol25 structures with the same formula, charge and spin**: 159.8 kcal per mole
**Gap between HOMO and LUMO (alpha / beta)**: 7.34 / 7.34 eV

Atoms and positions in Å:
P: -1.02 -0.27 -1.58
C: -1.33 2.04 1.03
C: 2.15 0.00 0.07
C: 1.19 2.19 0.24
C: -0.04 1.59 0.32
C: -0.60 0.25 0.07
C: 1.32 -1.10 0.29
C: -1.63 0.53 1.18
C: 2.25 1.26 0.17
C: 1.05 -1.94 -0.95
C: -0.48 -2.05 -1.09
H: 1.46 -2.92 -0.68
H: 1.17 -1.75 1.23
H: -1.07 2.77 1.80
H: 1.58 -1.59 -1.82
H: 0.29 0.26 -2.22
H: -1.19 0.11 2.17
H: -0.78 -2.89 -1.88
H: -2.08 2.42 0.36
H: -2.59 0.06 1.03
H: 1.50 3.24 0.53
H: -1.17 -2.20 -0.26


# C10H12Br2F6N4O6S

2 unconnected molecules or ions with the total composition C10H12Br2F6N4O6S in a non-equilibrium geometry (wB97M-V/def2-TZVPD, the Open Molecules 2025 dataset).

Output
**Multiplicity**: 1
**Gap between HOMO and LUMO**: 3.20 eV

Atoms and positions in Å:
Br: 1.16 -0.26 -2.90
Br: -0.30 -1.73 1.25
S: 2.54 0.81 0.66
F: -5.27 -1.00 0.23
F: -3.75 -2.42 -0.33
F: -5.76 -2.63 -1.09
F: 2.47 2.98 2.20
F: 3.61 3.22 0.33
F: 4.36 1.93 1.92
O: 5.65 -0.01 4.77
O: 4.23 0.08 6.54
O: 2.40 -0.09 1.73
O: 3.55 0.67 4.47
O: 3.31 0.43 -0.46
O: -3.04 -0.84 -2.14
N: 0.93 1.35 0.11
N: 0.63 2.60 0.08
N: -0.59 2.73 -0.35
N: -0.11 0.61 -0.31
C: -1.06 1.50 -0.59
C: 1.86 -2.30 -0.96
C: 0.66 -1.52 -1.50
C: -2.42 1.25 -1.06
C: -2.50 0.44 -2.38
C: -0.27 -0.85 -0.47
C: -4.43 -0.87 -1.99
C: -4.82 -1.75 -0.79
C: 3.28 2.41 1.32
C: 4.56 0.20 5.37
H: -1.27 -0.97 -0.83
H: 1.59 -3.32 -0.77
H: -2.89 2.22 -1.19
H: -2.98 0.76 -0.27
H: -4.86 0.11 -1.81
H: 4.12 0.65 3.69
H: -1.52 0.28 -2.80
H: -4.93 -1.28 -2.86
H: 2.65 -2.28 -1.69
H: 2.26 -1.88 -0.04
H: 0.03 -2.24 -2.00
H: -3.09 0.97 -3.12


# C10H12Cl3NNbOS

A molecular structure, C10H12Cl3NNbOS in a non-equilibrium geometry (wB97M-V/def2-TZVPD, the Open Molecules 2025 dataset).

Output
**Charge**: -1
**Multiplicity**: 1
**Gap between HOMO and LUMO**: 7.25 eV

Atoms and positions in Å:
Nb: 0.28 -2.66 1.81
Cl: 3.76 2.92 -2.73
Cl: 1.22 1.78 -1.88
Cl: 1.31 4.49 -2.95
S: -2.57 -1.25 4.50
O: 2.11 1.23 0.70
N: 0.25 -1.85 3.83
C: -1.73 0.02 -2.19
C: 1.39 0.18 0.57
C: -2.41 1.61 -0.07
C: -1.03 1.35 0.57
C: 2.01 2.86 -3.03
C: -0.98 -1.37 3.96
C: -2.73 0.93 -1.44
C: -0.02 0.43 -0.20
C: -0.33 -0.25 -1.59
C: 1.90 -1.23 1.10
H: 2.45 -1.75 0.22
H: -0.95 -3.93 2.26
H: -3.15 2.28 0.49
H: -1.09 -1.53 1.44
H: 0.46 -0.93 -2.07
H: 1.85 2.47 -4.03
H: 1.59 -3.87 2.24
H: 2.71 -1.04 1.89
H: -2.04 -0.47 -3.18
H: -0.72 1.78 1.59
H: 0.20 -3.30 0.10
H: -3.76 1.11 -1.90


# C10H12FeN2O4S

A molecular structure, C10H12FeN2O4S in a non-equilibrium geometry (wB97M-V/def2-TZVPD, the Open Molecules 2025 dataset).

Output
**Charge**: +3
**Multiplicity**: 6
**Gap between HOMO and LUMO (alpha / beta)**: 6.55 / 4.86 eV

Atoms and positions in Å:
Fe: -2.02 0.59 0.48
S: 0.25 0.67 1.44
O: -0.54 -0.84 -1.75
O: -1.04 3.02 -0.79
O: -3.23 1.56 3.10
O: -2.03 -2.37 0.64
N: 2.49 0.75 0.07
N: 1.90 -1.35 0.61
C: -2.83 1.19 2.09
C: -1.93 -1.24 0.24
C: 3.66 0.38 -0.74
C: -1.20 -0.49 -0.82
C: -1.56 2.12 -0.32
C: 3.52 -1.05 -1.19
C: 3.08 -1.94 -0.04
C: 1.60 -0.05 0.65
C: -3.76 0.65 -0.38
C: -4.63 1.14 0.63
H: -5.33 0.46 1.12
H: 3.75 1.07 -1.59
H: 2.88 -2.96 -0.39
H: -3.49 1.29 -1.25
H: -3.84 -0.42 -0.69
H: 2.28 1.75 0.18
H: 4.47 -1.41 -1.62
H: 1.30 -2.01 1.12
H: 2.76 -1.11 -1.97
H: 3.92 -2.03 0.68
H: -5.00 2.16 0.62
H: 4.58 0.49 -0.13


# C10H12N

A gas-phase ion, C10H12N (charge +1) in a non-equilibrium geometry (wB97M-V/def2-TZVPD, the Open Molecules 2025 dataset).

Output
**Charge**: +1
**SMILES**: Cc1cccc(C[NH+]2C=C2)c1
**Multiplicity**: 1
**Energy above the lowest of the compared OMol25 structures with the same formula, charge and spin**: 105.6 kcal per mole
**Gap between HOMO and LUMO**: 8.39 eV

Atoms and positions in Å:
N: -2.58 0.43 0.11
C: -1.58 0.23 -1.04
C: 1.96 -0.51 0.01
C: -0.20 0.33 -0.54
C: -2.84 -0.74 0.95
C: 0.71 -0.69 -0.51
C: 0.19 1.61 -0.10
C: 3.02 -1.52 0.07
C: 2.40 0.75 0.44
C: -3.87 -0.37 0.31
C: 1.51 1.85 0.44
H: -2.69 1.45 0.55
H: -2.02 0.93 -1.76
H: 1.69 2.85 0.68
H: -2.09 -1.45 1.46
H: 2.93 -2.10 1.10
H: -1.93 -0.82 -1.41
H: -4.82 -0.05 0.07
H: 2.84 -2.37 -0.71
H: 4.08 -1.08 0.05
H: -0.52 2.39 -0.33
H: 3.37 0.69 0.93
H: 0.43 -1.83 -0.76


# C10H12N

A gas-phase ion, C10H12N (charge +1) in a non-equilibrium geometry (wB97M-V/def2-TZVPD, the Open Molecules 2025 dataset).

Output
**Charge**: +1
**SMILES**: C[C@]1([NH3+])C=Cc2ccccc21
**Multiplicity**: 1
**Energy above the lowest of the compared OMol25 structures with the same formula, charge and spin**: 70.1 kcal per mole
**Gap between HOMO and LUMO**: 8.53 eV

Atoms and positions in Å:
N: -1.44 1.39 -1.33
C: -0.05 -0.28 0.01
C: 0.25 2.08 0.84
C: 0.23 -0.21 1.40
C: 0.03 -2.74 0.14
C: -0.02 -1.49 -0.62
C: 0.94 1.28 -1.68
C: 0.19 -1.40 2.14
C: 0.03 -2.63 1.50
C: 0.21 1.16 1.83
C: -0.13 1.05 -0.67
H: 0.12 3.09 0.49
H: 1.87 0.86 -1.37
H: -0.97 1.90 -2.15
H: 0.14 -3.76 -0.18
H: -0.03 -3.45 2.23
H: -2.26 1.79 -0.87
H: 0.69 0.47 -2.54
H: -0.05 -1.62 -1.62
H: -1.85 0.45 -1.77
H: 0.56 1.23 2.85
H: 1.16 2.29 -1.91
H: 0.39 -1.45 3.25


# C10H12N

A gas-phase ion, C10H12N (charge +1) in a non-equilibrium geometry (wB97M-V/def2-TZVPD, the Open Molecules 2025 dataset).

Output
**Charge**: +1
**SMILES**: C=C(C)C(=C)[n+]1ccccc1
**Multiplicity**: 1
**Energy above the lowest of the compared OMol25 structures with the same formula, charge and spin**: 55.8 kcal per mole
**Gap between HOMO and LUMO**: 9.13 eV

Atoms and positions in Å:
N: 0.28 -0.88 0.12
C: -0.96 -1.24 -0.20
C: -1.22 -1.88 -1.36
C: 0.30 -0.53 2.48
C: -0.23 -1.91 -2.30
C: 1.08 -1.37 -2.05
C: 1.29 -0.89 -0.81
C: 0.36 -0.04 1.25
C: 1.09 2.39 1.24
C: -1.07 1.91 0.10
C: 0.20 1.56 0.91
H: 2.00 2.21 1.82
H: -0.82 2.81 -0.46
H: -2.26 -2.14 -1.76
H: 2.07 -0.25 -0.47
H: -1.98 2.00 0.75
H: -1.73 -1.13 0.44
H: -0.51 -2.28 -3.25
H: 1.79 -1.53 -2.82
H: -1.32 1.19 -0.73
H: 0.22 0.12 3.44
H: 0.97 3.41 0.95
H: 0.44 -1.52 2.71


Q: Which formula does entry 2 have?
A: C10H11P


Repeat the fourth record exactly.
# C10H12Br2F6N4O6S

2 unconnected molecules or ions with the total composition C10H12Br2F6N4O6S in a non-equilibrium geometry (wB97M-V/def2-TZVPD, the Open Molecules 2025 dataset).

Output
**Multiplicity**: 1
**Gap between HOMO and LUMO**: 3.20 eV

Atoms and positions in Å:
Br: 1.16 -0.26 -2.90
Br: -0.30 -1.73 1.25
S: 2.54 0.81 0.66
F: -5.27 -1.00 0.23
F: -3.75 -2.42 -0.33
F: -5.76 -2.63 -1.09
F: 2.47 2.98 2.20
F: 3.61 3.22 0.33
F: 4.36 1.93 1.92
O: 5.65 -0.01 4.77
O: 4.23 0.08 6.54
O: 2.40 -0.09 1.73
O: 3.55 0.67 4.47
O: 3.31 0.43 -0.46
O: -3.04 -0.84 -2.14
N: 0.93 1.35 0.11
N: 0.63 2.60 0.08
N: -0.59 2.73 -0.35
N: -0.11 0.61 -0.31
C: -1.06 1.50 -0.59
C: 1.86 -2.30 -0.96
C: 0.66 -1.52 -1.50
C: -2.42 1.25 -1.06
C: -2.50 0.44 -2.38
C: -0.27 -0.85 -0.47
C: -4.43 -0.87 -1.99
C: -4.82 -1.75 -0.79
C: 3.28 2.41 1.32
C: 4.56 0.20 5.37
H: -1.27 -0.97 -0.83
H: 1.59 -3.32 -0.77
H: -2.89 2.22 -1.19
H: -2.98 0.76 -0.27
H: -4.86 0.11 -1.81
H: 4.12 0.65 3.69
H: -1.52 0.28 -2.80
H: -4.93 -1.28 -2.86
H: 2.65 -2.28 -1.69
H: 2.26 -1.88 -0.04
H: 0.03 -2.24 -2.00
H: -3.09 0.97 -3.12


Please write out number 9 again, unchanged.
# C10H12N

A gas-phase ion, C10H12N (charge +1) in a non-equilibrium geometry (wB97M-V/def2-TZVPD, the Open Molecules 2025 dataset).

Output
**Charge**: +1
**SMILES**: C=C(C)C(=C)[n+]1ccccc1
**Multiplicity**: 1
**Energy above the lowest of the compared OMol25 structures with the same formula, charge and spin**: 55.8 kcal per mole
**Gap between HOMO and LUMO**: 9.13 eV

Atoms and positions in Å:
N: 0.28 -0.88 0.12
C: -0.96 -1.24 -0.20
C: -1.22 -1.88 -1.36
C: 0.30 -0.53 2.48
C: -0.23 -1.91 -2.30
C: 1.08 -1.37 -2.05
C: 1.29 -0.89 -0.81
C: 0.36 -0.04 1.25
C: 1.09 2.39 1.24
C: -1.07 1.91 0.10
C: 0.20 1.56 0.91
H: 2.00 2.21 1.82
H: -0.82 2.81 -0.46
H: -2.26 -2.14 -1.76
H: 2.07 -0.25 -0.47
H: -1.98 2.00 0.75
H: -1.73 -1.13 0.44
H: -0.51 -2.28 -3.25
H: 1.79 -1.53 -2.82
H: -1.32 1.19 -0.73
H: 0.22 0.12 3.44
H: 0.97 3.41 0.95
H: 0.44 -1.52 2.71


Q: Which formula does entry 4 have?
A: C10H12Br2F6N4O6S